122
Properties=species:S:1:pos:R:3:lowdin_charge:R:1 method="wB97M-V/def2-TZVPD" largest_force_ev_per_a=5.16 lumo_ev="-2.795 / -4.753" e_above_lowest_kcal_mol=326.9 total_charge=0 homo_lumo_gap_ev="5.68 / 3.72" spin_multiplicity=3
Ag 1.687 4.304 -3.499 0.9121
Pt 3.044 1.250 0.926 0.8954
B 2.652 4.426 0.316 -0.4015
H 3.198 3.922 -0.466 -0.0998
H 3.321 4.751 1.098 -0.0778
H 2.142 5.286 -0.090 -0.0799
H 1.895 3.783 0.738 -0.1023
B 0.377 0.455 -0.371 -0.2301
H -0.519 0.088 -0.847 -0.0197
H 0.711 1.371 -0.833 -0.0017
H 0.269 0.812 0.641 0.0011
H 1.135 -0.313 -0.401 -0.0315
C 6.492 0.419 -4.222 -0.5940
F 5.875 -0.404 -5.115 0.0886
F 7.111 -0.302 -3.253 0.0940
F 7.303 1.229 -4.899 0.1332
S 5.129 1.492 -3.299 0.4421
O 4.549 0.743 -2.191 -0.3826
O 5.919 2.642 -2.805 -0.3714
O 4.219 1.876 -4.333 -0.3690
C 5.462 -4.003 -1.273 -0.0767
C 6.444 -4.656 -0.294 -0.4038
C 7.598 -3.682 0.181 -0.1451
O 8.385 -4.348 1.240 -0.2112
C 9.430 -3.490 1.701 -0.1136
N 5.588 -4.938 0.885 0.0068
H 4.655 -4.631 -1.651 0.0727
H 5.943 -3.699 -2.203 0.0778
H 4.900 -3.174 -0.843 0.0745
H 6.725 -5.653 -0.632 0.1312
H 7.032 -2.845 0.589 0.1165
H 8.189 -3.435 -0.701 0.1218
H 10.071 -3.430 0.821 0.0804
H 9.992 -3.802 2.581 0.0860
H 9.064 -2.470 1.823 0.0778
H 6.110 -5.527 1.519 0.0631
H 4.792 -5.369 0.437 0.0580
C -3.988 1.609 -4.132 -0.0240
C -2.756 2.504 -4.638 -0.4313
C -3.289 3.802 -5.388 -0.2127
O -4.107 3.504 -6.476 -0.1714
C -3.441 2.979 -7.593 -0.1190
N -1.949 2.959 -3.567 0.0212
H -3.631 0.686 -3.675 0.0681
H -4.575 1.367 -5.018 0.0664
H -4.580 2.210 -3.441 0.0768
H -2.135 1.998 -5.377 0.1234
H -2.427 4.381 -5.720 0.1098
H -3.702 4.433 -4.601 0.1203
H -2.531 3.436 -7.982 0.0869
H -4.074 3.156 -8.462 0.0908
H -3.212 1.927 -7.423 0.0858
H -2.572 3.384 -2.895 0.0703
H -1.658 2.104 -3.117 0.0689
C -3.490 6.353 -0.093 -0.0364
C -3.235 5.510 1.286 -0.4265
C -4.317 5.817 2.285 -0.2273
O -4.160 4.952 3.342 -0.2134
C -4.577 5.288 4.616 -0.1042
N -3.035 4.126 1.106 0.0477
H -3.132 7.380 -0.023 0.0610
H -4.552 6.391 -0.335 0.0575
H -2.932 5.914 -0.920 0.0493
H -2.331 6.003 1.643 0.1263
H -5.317 5.876 1.854 0.1293
H -4.112 6.778 2.757 0.1263
H -4.508 6.320 4.962 0.0910
H -4.087 4.602 5.307 0.0915
H -5.629 5.005 4.572 0.0900
H -3.301 3.697 1.981 0.0634
H -2.052 3.931 0.981 0.0794
C 3.073 -2.696 4.322 -0.0753
C 2.490 -1.563 3.609 -0.4249
C 2.146 -0.367 4.600 -0.1558
O 2.132 0.844 3.817 -0.2415
C 2.176 1.987 4.635 -0.1028
N 3.431 -1.336 2.519 0.0428
H 2.610 -2.630 5.306 0.0833
H 4.159 -2.641 4.399 0.0979
H 2.714 -3.635 3.901 0.0959
H 1.551 -1.717 3.078 0.1430
H 3.007 -0.369 5.268 0.1145
H 1.341 -0.538 5.314 0.1301
H 2.059 2.933 4.106 0.0975
H 3.110 2.004 5.196 0.0898
H 1.379 1.822 5.360 0.0864
H 3.402 -2.149 1.920 0.0824
H 4.377 -1.428 2.861 0.0729
C -1.571 -6.393 -1.273 -0.0512
C -0.777 -5.904 -2.483 -0.4663
C -0.395 -4.406 -2.488 -0.1704
O 0.108 -4.070 -3.820 -0.2106
C 0.601 -2.765 -3.874 -0.1226
N 0.488 -6.499 -2.684 0.0284
H -1.261 -6.040 -0.289 0.0738
H -1.397 -7.465 -1.181 0.0703
H -2.632 -6.177 -1.399 0.0775
H -1.407 -6.074 -3.357 0.1337
H 0.380 -4.098 -1.786 0.1204
H -1.300 -3.824 -2.313 0.1190
H 1.136 -2.704 -4.822 0.0977
H 1.248 -2.532 -3.028 0.0779
H -0.199 -2.050 -3.681 0.0797
H 0.316 -7.492 -2.753 0.0724
H 0.828 -6.214 -3.591 0.0761
C -8.408 -1.094 3.160 -0.0504
C -7.319 -0.110 3.613 -0.4552
C -5.923 -0.586 3.984 -0.2161
O -5.072 -1.135 2.975 -0.1993
C -3.857 -1.841 3.344 -0.0797
N -7.160 0.888 2.634 0.0272
H -8.961 -1.640 3.924 0.0679
H -8.062 -1.948 2.577 0.0737
H -9.159 -0.539 2.597 0.0752
H -7.668 0.425 4.495 0.1348
H -5.978 -1.275 4.827 0.1156
H -5.343 0.210 4.451 0.1153
H -3.477 -1.693 4.354 0.0776
H -3.021 -1.514 2.726 0.0769
H -4.127 -2.886 3.189 0.0849
H -6.344 1.407 2.925 0.0710
H -6.940 0.460 1.746 0.0817

***

113
Properties=species:S:1:pos:R:3:lowdin_charge:R:1 method="wB97M-V/def2-TZVPD" largest_force_ev_per_a=12.42 lumo_ev=-1.693 e_above_lowest_kcal_mol=63.4 total_charge=+1 homo_lumo_gap_ev=9.49
N 10.364 -44.772 3.843 0.4226
H 9.561 -44.454 4.164 0.0346
H 10.343 -44.614 2.793 0.1489
H 10.697 -45.564 4.083 0.0209
H 10.984 -44.132 3.925 0.0137
C 9.780 -42.044 7.454 -0.0488
C 8.894 -41.452 6.369 -0.4120
C 9.539 -40.297 5.645 -0.2007
O 9.885 -39.331 6.677 -0.1875
C 10.932 -38.439 6.221 -0.0815
N 8.377 -42.490 5.395 -0.0159
H 9.655 -43.044 7.708 0.0404
H 9.690 -41.436 8.337 0.0917
H 10.735 -42.042 7.176 0.0157
H 7.893 -41.118 7.004 0.1806
H 8.863 -39.858 5.032 0.0920
H 10.180 -40.692 4.994 0.0794
H 11.528 -37.963 7.063 0.1113
H 10.305 -37.894 5.511 0.0858
H 11.695 -38.948 5.562 0.0868
H 7.642 -41.967 4.724 0.1307
H 7.816 -43.270 5.966 0.1008
C 8.345 -48.016 4.629 -0.0711
C 7.324 -46.985 4.359 -0.4799
C 6.958 -46.097 5.498 -0.1712
O 6.632 -46.936 6.663 -0.2221
C 6.089 -46.217 7.734 -0.1202
N 7.800 -46.219 3.298 0.0858
H 9.279 -47.637 4.990 0.0518
H 8.645 -48.674 3.828 0.0574
H 8.160 -48.861 5.320 0.1099
H 6.416 -47.680 4.247 0.1728
H 6.168 -45.341 5.411 0.1359
H 7.819 -45.600 5.686 0.0524
H 5.124 -46.010 7.356 0.0697
H 6.955 -45.474 8.051 0.1237
H 5.882 -46.865 8.671 0.1137
H 6.996 -45.887 2.765 0.1150
H 8.388 -46.733 2.714 0.0237
C 13.155 -43.433 5.802 -0.0410
C 14.265 -43.912 4.833 -0.3952
C 15.512 -44.437 5.411 -0.2269
O 16.119 -45.158 4.378 -0.1759
C 17.422 -45.675 4.693 -0.0094
N 13.616 -45.067 4.167 0.0203
H 12.067 -43.518 5.595 0.0587
H 13.205 -42.347 6.100 0.0958
H 13.321 -43.937 6.668 0.0294
H 14.518 -43.178 4.017 0.1458
H 15.270 -44.825 6.435 0.1569
H 15.980 -43.470 5.520 0.1346
H 18.025 -45.844 3.968 0.0379
H 17.441 -46.397 5.505 0.1202
H 17.848 -44.903 5.027 0.0223
H 13.324 -45.935 4.707 0.1007
H 14.501 -45.329 3.752 0.0318
C 14.434 -42.460 0.733 -0.0107
C 14.012 -43.960 0.451 -0.3676
C 15.191 -44.931 0.791 -0.1759
O 16.254 -44.712 -0.114 -0.2065
C 17.322 -45.596 -0.135 -0.1226
N 12.925 -44.305 1.321 0.0626
H 14.269 -42.416 1.825 0.0705
H 13.807 -41.670 0.380 0.0566
H 15.361 -42.153 0.505 0.0298
H 13.690 -44.154 -0.568 0.1353
H 14.659 -45.788 0.664 0.0877
H 15.408 -44.543 1.874 0.1517
H 17.079 -46.766 -0.449 0.1405
H 17.483 -45.562 1.006 0.0903
H 18.169 -45.094 -0.625 0.0877
H 13.159 -44.635 2.076 -0.0976
H 12.411 -45.144 0.892 0.0984
C 8.452 -42.634 0.471 -0.0383
C 9.911 -42.783 0.495 -0.4922
C 10.468 -42.192 -0.797 -0.1469
O 9.747 -42.585 -2.019 -0.2407
C 10.501 -42.361 -3.230 -0.0682
N 10.654 -42.422 1.600 0.0329
H 7.981 -42.965 1.225 0.0028
H 7.947 -43.313 -0.071 0.0679
H 8.144 -41.620 0.479 0.1039
H 9.998 -43.882 0.385 0.1231
H 11.570 -42.245 -1.052 0.1383
H 10.223 -41.271 -0.888 0.0549
H 10.794 -41.377 -3.134 0.0569
H 9.547 -42.641 -3.847 0.1423
H 11.268 -43.085 -3.293 0.0654
H 10.749 -41.389 1.730 0.1084
H 11.648 -42.820 1.474 0.0657
C 11.673 -48.217 2.592 -0.0159
C 11.359 -47.933 1.164 -0.4466
C 10.314 -48.977 0.613 -0.2119
O 9.178 -48.774 1.333 -0.2628
C 8.079 -49.622 1.059 -0.0369
N 10.722 -46.685 1.119 -0.0013
H 12.217 -49.052 2.649 0.0525
H 10.693 -48.338 3.309 0.1416
H 12.133 -47.489 2.895 -0.0413
H 12.176 -47.967 0.412 0.1548
H 10.634 -50.088 0.773 0.1601
H 10.015 -48.608 -0.540 0.1818
H 7.575 -49.204 0.274 0.0733
H 7.353 -49.719 1.756 0.0667
H 8.435 -50.499 0.702 0.0645
H 9.835 -46.965 1.589 0.0588
H 10.652 -46.081 0.179 0.1534
C 10.806 -46.225 7.452 -0.1062
O 11.573 -46.526 6.319 -0.1108
H 10.525 -45.151 7.275 0.0876
H 11.261 -46.720 8.188 0.0547
H 9.729 -46.549 7.285 0.0895
H 11.794 -47.383 6.443 0.0254

***

Energy for the records above, in order: -3015.556513; -1905.948985 Ha